No. 1
15
Properties=species:S:1:pos:R:3:forces:R:3:nbo_charge:R:1 method="wB97M-V/def2-TZVPD" total_energy_ev=-9408.9310 de_lowest_kcal_mol=20.8 orbital_gap_ev=10.46 lumo_energy_ha=0.0278 charge=0 smiles="C=C(C)CC(=O)O"
C 1.556 0.802 1.225 0.0 -0.3 -0.5 -0.40
C 0.706 0.052 0.529 -2.6 0.2 1.6 0.05
C -0.622 -0.540 1.256 2.2 0.1 0.9 -0.67
C 0.662 -0.160 -0.940 -0.4 0.3 0.2 -0.55
C -0.755 0.258 -1.351 0.6 1.1 -3.0 0.81
O -1.140 1.408 -1.525 0.4 -1.9 1.1 -0.59
O -1.434 -0.800 -1.882 -0.5 0.8 0.7 -0.69
H 2.347 1.352 0.723 0.1 -0.3 0.1 0.20
H 1.490 0.894 2.304 -0.2 0.1 -0.2 0.20
H -0.414 -1.605 1.394 -0.3 0.0 0.1 0.22
H -1.653 -0.434 0.907 0.5 0.2 -1.0 0.23
H -0.694 -0.071 2.242 0.4 -0.2 0.0 0.22
H 0.831 -1.212 -1.189 -0.2 0.2 0.0 0.24
H 1.384 0.456 -1.484 -0.2 0.0 0.1 0.24
H -2.265 -0.402 -2.209 0.2 -0.3 0.0 0.49



No. 2
15
Properties=species:S:1:pos:R:3:forces:R:3:nbo_charge:R:1 method="wB97M-V/def2-TZVPD" total_energy_ev=-9408.8027 de_lowest_kcal_mol=23.7 orbital_gap_ev=11.39 lumo_energy_ha=0.0365 charge=0 smiles="CC1(OC=O)CC1"
C 0.357 -1.120 1.020 0.0 0.0 0.0 -0.63
C 0.052 0.135 0.219 0.2 -0.1 0.1 0.23
O -1.340 0.408 0.038 0.0 -0.1 -0.1 -0.49
C -1.957 -0.405 -0.825 0.0 -0.3 -0.2 0.65
O -1.454 -1.321 -1.414 -0.1 0.2 0.1 -0.58
C 0.947 0.613 -0.877 0.1 -0.1 -0.2 -0.42
C 0.832 1.388 0.411 0.1 0.2 0.2 -0.43
H 1.108 -1.740 0.525 -0.1 0.1 0.0 0.22
H -0.536 -1.738 1.136 0.1 0.1 -0.1 0.23
H 0.719 -0.860 2.017 0.0 0.0 -0.1 0.21
H -3.007 -0.120 -0.919 -0.1 0.1 0.0 0.12
H 1.856 0.046 -1.057 -0.2 0.1 0.0 0.22
H 0.490 1.035 -1.767 0.0 -0.1 0.2 0.23
H 1.662 1.364 1.112 -0.1 0.0 -0.1 0.22
H 0.270 2.315 0.380 0.1 -0.1 0.0 0.23



Question: What is the charge in the second record?
Answer: 0



Question: Look up the charge of the first one.
Answer: 0